[1]
C6H8OPSn | wB97M-V/def2-TZVPD

```
17
Properties=species:S:1:pos:R:3:forces:R:3:lowdin_charge:R:1
C -0.1949 -0.0619 2.5735 1.012 -0.977 1.638 -0.25
H 0.3024 -2.5045 1.0142 -0.025 -0.495 -0.406 -0.02
H -0.8179 -1.7773 -3.1368 0.141 0.066 0.319 0.05
O 0.3534 -0.3615 3.5327 -0.773 0.422 -1.303 0.06
C -0.2776 -2.3522 -1.0932 0.154 -0.302 -0.198 -0.39
C -0.4605 -1.4218 -2.1641 -0.663 0.005 -0.627 -0.30
Sn -1.2349 -0.1474 0.2288 0.433 -0.354 -0.570 0.75
H 0.3462 0.4109 -3.0373 0.233 -0.468 0.104 0.07
H 1.1446 1.2755 -0.7184 -0.047 -0.006 -0.670 -0.03
H -0.9065 3.2810 2.4129 0.413 0.133 -0.064 -0.16
P -0.0505 2.5410 1.5386 0.130 0.594 -0.151 0.60
C 0.0432 -1.8835 0.1532 -0.836 -0.786 1.371 -0.38
C 0.5371 0.3798 -0.8930 -0.446 1.628 1.065 -0.40
H -0.3673 -3.4261 -1.3313 0.357 0.254 -0.035 0.07
C 0.1596 -0.1364 -2.0965 0.283 -0.037 -0.749 -0.40
H 0.2974 3.6107 0.6568 -0.025 -0.006 0.464 -0.15
H 1.1262 2.5737 2.3599 -0.340 0.327 -0.185 -0.13
```
Forces are in eV/Å.

Values from the calculation:
net charge	-1



[2]
C6H8OPTi | wB97M-V/def2-TZVPD

```
17
Properties=species:S:1:pos:R:3:forces:R:3:lowdin_charge:R:1
O -0.3802 0.6862 3.3306 1.418 -2.442 -3.100 0.03
Ti 1.4224 -1.1131 0.9670 -1.169 3.184 -0.512 0.46
C 0.9281 2.1423 -0.8634 0.473 -1.118 0.243 -0.17
H -0.7303 3.6186 -0.8207 0.186 -0.465 -0.085 0.09
C -0.3858 2.5826 -0.8744 0.778 -1.435 0.440 -0.15
H 1.6899 0.0973 -1.5713 -0.244 0.509 0.561 0.06
H -0.6924 -0.7839 -1.3186 -0.156 1.259 0.874 0.07
H 0.8520 -3.7475 0.2514 -0.513 0.173 0.364 -0.11
H 1.7879 2.8005 -0.8623 0.025 -0.040 0.049 0.07
C -1.2204 1.4102 -0.8913 1.059 -1.310 -0.008 -0.15
C -0.4306 0.2260 -0.8883 0.966 0.947 -1.171 -0.24
H -2.2886 1.4642 -0.9916 -0.291 -0.221 0.091 0.07
C 0.0935 0.0080 2.4988 -0.429 1.813 2.646 -0.11
P -0.1590 -2.8480 0.8299 0.372 -2.283 0.332 0.58
H -1.2122 -3.4299 0.0742 0.189 0.377 -0.014 -0.10
C 1.0425 0.6313 -0.8318 -2.296 0.647 -0.229 -0.29
H -0.3168 -3.7449 1.9618 -0.368 0.405 -0.482 -0.12
```
Forces are in eV/Å.

Values from the calculation:
expectation value of S²	0.812
spin multiplicity	2



Electronic energy for the records above, in order: -864.117850, -1499.239314 a.u.